# 1
C36H58N9O3STi | ωB97M-V/def2-TZVPD

Structure (ORCA input):
```
! wB97M-V def2-TZVPD RIJCOSX def2/J DEFGRID3
* xyz 2 2
Ti -0.16 -0.23 -0.76
C 4.96 -2.13 -0.75
N 3.99 -1.05 -0.90
C 4.59 0.27 -0.88
C 2.66 -1.26 -0.80
N 1.81 -0.37 -0.28
C 2.19 0.40 0.85
C 3.02 -0.15 1.80
C 3.35 0.53 2.98
C 2.86 1.78 3.20
C 1.99 2.39 2.27
C 1.50 3.69 2.53
C 0.65 4.30 1.65
C 0.25 3.62 0.49
C 0.71 2.36 0.19
N 0.23 1.75 -1.00
C 0.22 2.49 -2.11
N -0.77 2.38 -3.03
C -2.16 2.15 -2.65
C -0.56 2.54 -4.46
N 1.19 3.39 -2.39
C 0.92 4.63 -3.12
C 2.51 3.32 -1.80
C 1.63 1.70 1.07
N 2.22 -2.44 -1.29
C 1.04 -3.11 -0.73
C 2.81 -3.09 -2.44
H 5.66 -1.87 0.05
H 5.54 -2.27 -1.67
H 4.47 -3.06 -0.48
H 5.02 0.51 0.10
H 3.85 1.03 -1.11
H 5.38 0.31 -1.62
H 3.39 -1.16 1.65
H 3.99 0.04 3.71
H 3.11 2.31 4.11
H 1.81 4.19 3.44
H 0.27 5.29 1.85
H -0.45 4.10 -0.19
H -2.78 2.87 -3.18
H -2.48 1.14 -2.93
H -2.28 2.29 -1.59
H 0.50 2.53 -4.70
H -1.00 3.47 -4.83
H -1.05 1.72 -4.98
H -0.15 4.79 -3.21
H 1.37 4.62 -4.11
H 1.35 5.46 -2.55
H 2.66 2.36 -1.34
H 2.64 4.09 -1.04
H 3.26 3.47 -2.58
H 0.87 -2.77 0.28
H 1.24 -4.18 -0.70
H 0.15 -2.95 -1.34
H 3.53 -2.44 -2.92
H 2.02 -3.33 -3.16
H 3.30 -4.03 -2.17
C -4.97 -4.87 2.08
C -4.10 -4.55 3.29
C -2.61 -4.41 2.95
C -2.28 -3.32 1.93
N -2.71 -2.01 2.40
C -2.01 -0.88 2.40
S -0.40 -0.79 1.85
N -2.63 0.21 2.87
C -1.98 1.51 3.10
C -1.12 1.56 4.37
C -1.88 1.62 5.69
C -2.74 0.39 6.02
H -6.00 -5.07 2.39
H -4.61 -5.76 1.56
H -5.00 -4.04 1.36
H -4.20 -5.36 4.02
H -4.47 -3.65 3.79
H -2.25 -5.36 2.54
H -2.05 -4.22 3.87
H -2.77 -3.54 0.98
H -1.21 -3.28 1.76
H -3.63 -2.00 2.83
H -3.53 0.09 3.30
H -2.78 2.25 3.17
H -1.37 1.73 2.23
H -0.49 2.45 4.29
H -0.45 0.70 4.36
H -2.51 2.51 5.71
H -1.14 1.74 6.48
H -3.67 0.38 5.44
H -3.02 0.40 7.07
H -2.19 -0.53 5.82
O 0.11 -0.56 -2.53
N 0.63 -0.59 -3.72
C -0.04 -1.22 -4.71
C 0.49 -1.27 -5.98
C 1.72 -0.68 -6.25
C 2.39 -0.06 -5.20
C 1.83 -0.02 -3.94
H -0.98 -1.65 -4.42
H -0.06 -1.78 -6.75
H 2.14 -0.71 -7.24
H 3.35 0.41 -5.36
H 2.29 0.45 -3.09
C -4.44 -0.72 -0.38
O -3.39 0.26 -0.23
C -2.15 -0.07 -0.47
O -1.84 -1.24 -0.82
H -5.15 -0.53 0.42
H -4.04 -1.73 -0.32
H -4.93 -0.56 -1.34
*
```

Results
- Orbital gap (alpha / beta): 6.123 / 6.542 eV
- Energy: -3372.34172 Ha
- ΔE to the lowest compared entry with this formula, charge and spin: 0.0000 eV


# 2
C8H18Cr2KO22P2V | ωB97M-V/def2-TZVPD

Structure (ORCA input):
```
! wB97M-V def2-TZVPD RIJCOSX def2/J DEFGRID3
* xyz -2 7
K -3.50 -3.02 0.59
Cr -1.61 -0.91 3.55
Cr 1.35 -0.94 1.93
O -3.01 3.28 2.04
V -1.63 2.44 2.19
O -0.49 3.50 1.85
P -1.18 -0.15 0.87
O -1.56 1.32 0.50
O -0.50 0.08 2.23
O 0.14 -0.82 0.45
O -2.22 -1.03 1.67
P -2.00 1.44 4.90
O -2.73 1.82 6.17
O -1.04 2.48 4.33
O -2.64 0.73 3.77
O -0.98 0.29 5.02
C 2.97 0.70 2.75
O 3.28 -0.59 2.69
O 1.81 0.69 3.33
O 2.66 0.79 1.48
C 0.33 -2.94 3.34
O -0.97 -2.91 3.40
O 0.89 -2.97 2.18
O 0.50 -1.72 3.60
C -3.25 2.25 -2.48
C -2.51 3.53 -2.16
O -1.14 3.14 -1.97
O -3.60 1.61 -1.25
H -2.75 1.59 -3.20
H -4.21 2.54 -2.94
H -2.93 4.08 -1.32
H -2.51 4.15 -3.07
H -1.00 2.71 -1.11
H -2.74 1.65 -0.79
C -0.14 -0.70 -3.16
C 0.84 0.34 -2.63
O 1.80 0.76 -3.64
O -0.90 -0.15 -4.24
H -0.84 -0.99 -2.37
H 0.32 -1.64 -3.50
H 1.22 0.03 -1.65
H 0.31 1.23 -2.30
H 1.89 -0.05 -4.15
H -0.25 0.14 -4.88
C 3.49 -3.26 -1.74
C 3.38 -2.92 -0.27
O 2.42 -1.90 0.01
O 3.84 -2.13 -2.56
H 2.54 -3.61 -2.17
H 4.22 -4.05 -1.90
H 4.36 -2.50 0.01
H 3.11 -3.79 0.32
H 2.42 -1.39 -0.81
H 4.74 -2.23 -2.89
*
```

Results
- Orbital gap (alpha / beta): 2.947 / 3.257 eV
- Energy: -6286.52774 Ha
- ΔE to the lowest compared entry with this formula, charge and spin: 7.7075 eV